C6H10NS | wB97M-V/def2-TZVPD

Calculated values
total charge: +1
multiplicity: 1
energy: -687.1677 hartree
SMILES: C=C/C=[N+](/C)SC=C
relative energy (zero: lowest compared OMol25 entry of this formula, charge and spin): 3.125 eV
orbital gap: 8.21 eV
HOMO energy: -0.48198 hartree

```
18
C6H10NS | the OMol25 dataset | wB97M-V/def2-TZVPD
C 2.46 -0.38 1.51
C 1.23 -0.54 0.99
C 0.39 0.64 0.93
N -0.78 0.84 0.43
C -1.59 2.03 0.53
S -1.73 -0.69 -0.38
C -0.52 -0.89 -1.60
C -0.53 -2.04 -2.27
H 3.02 -1.25 1.55
H 3.03 0.57 1.68
H 0.70 -1.35 0.55
H 0.78 1.69 1.34
H -2.02 2.12 -0.37
H -0.95 2.76 0.74
H -2.45 1.92 1.36
H 0.13 -0.18 -1.88
H 0.05 -2.30 -3.06
H -1.22 -2.95 -2.08
```

=====

C6H10O | wB97M-V/def2-TZVPD

Calculated values
total charge: -1
multiplicity: 2
energy: -309.7619 hartree
relative energy (zero: lowest compared OMol25 entry of this formula, charge and spin): 0.715 eV
orbital gap (alpha / beta): 3.78 / 6.40 eV
HOMO energy (alpha / beta): 0.01595 / -0.08607 hartree

```
17
C6H10O | the OMol25 dataset | wB97M-V/def2-TZVPD
C 0.66 0.88 2.64
C 0.64 0.79 1.13
C 0.03 -0.29 0.55
C -0.24 -0.50 -0.85
C -1.10 -1.52 -1.30
O -1.21 -1.73 -2.71
C 1.18 1.95 0.36
H 0.85 -0.09 3.11
H -0.32 1.23 3.01
H 1.39 1.61 3.00
H -0.53 -0.95 1.22
H 0.56 -0.22 -1.53
H -2.03 -1.70 -0.77
H -2.08 -1.44 -3.00
H 2.25 2.07 0.54
H 1.05 1.79 -0.71
H 0.62 2.88 0.55
```

=====

C6H10O | wB97M-V/def2-TZVPD

Calculated values
multiplicity: 1
energy: -309.7798 hartree
SMILES: C1=CCC1.CC=O
relative energy (zero: lowest compared OMol25 entry of this formula, charge and spin): 1.701 eV
orbital gap: 10.53 eV
HOMO energy: -0.34682 hartree

```
17
C6H10O | the OMol25 dataset | wB97M-V/def2-TZVPD
C -1.14 -1.40 -0.02
C -0.85 -0.66 -1.10
C -1.54 0.58 -0.57
C -1.88 -0.28 0.69
H -0.93 -2.43 0.26
H -0.34 -0.87 -2.03
H -2.40 0.93 -1.14
H -0.88 1.43 -0.36
H -1.42 0.08 1.62
H -2.95 -0.45 0.84
C 2.38 0.61 -0.27
C 1.60 0.22 0.95
O 0.91 0.98 1.60
H 2.18 1.66 -0.51
H 3.45 0.47 -0.09
H 2.10 -0.03 -1.11
H 1.71 -0.85 1.26
```

=====

C6H10O | wB97M-V/def2-TZVPD

Calculated values
multiplicity: 1
energy: -309.8091 hartree
SMILES: C[C@H]1C[C@H]1CC=O
relative energy (zero: lowest compared OMol25 entry of this formula, charge and spin): 0.906 eV
orbital gap: 10.62 eV
HOMO energy: -0.35126 hartree

```
17
C6H10O | the OMol25 dataset | wB97M-V/def2-TZVPD
C 0.65 0.07 2.03
C 1.00 -0.60 0.72
C 0.00 -1.36 -0.10
C 0.48 -0.02 -0.57
C -0.53 1.12 -0.69
C -1.24 0.67 -1.95
O -0.83 0.88 -3.07
H 1.33 -0.23 2.83
H -0.37 -0.15 2.36
H 0.74 1.15 1.91
H 2.02 -0.98 0.65
H 0.30 -2.24 -0.65
H -1.02 -1.41 0.30
H 1.16 0.00 -1.41
H -0.05 2.10 -0.80
H -1.25 1.16 0.15
H -2.11 0.02 -1.78
```

=====

C6H10O | wB97M-V/def2-TZVPD

Calculated values
multiplicity: 1
energy: -309.7430 hartree
SMILES: C#C[C@](C)(O)CC
relative energy (zero: lowest compared OMol25 entry of this formula, charge and spin): 2.704 eV
orbital gap: 10.49 eV
HOMO energy: -0.35599 hartree

```
17
C6H10O | the OMol25 dataset | wB97M-V/def2-TZVPD
C -0.93 1.99 0.89
C -0.71 1.36 -0.12
C -0.45 -0.11 -0.11
C -1.54 -0.89 -0.84
O -0.51 -0.47 1.29
C 0.96 -0.51 -0.54
C 2.06 0.33 0.10
H -1.09 2.40 1.85
H -2.53 -0.54 -0.51
H -1.49 -0.79 -1.93
H -1.43 -1.94 -0.57
H -1.44 -0.43 1.57
H 1.05 -1.56 -0.23
H 1.04 -0.48 -1.63
H 3.04 -0.08 -0.15
H 1.95 0.35 1.19
H 2.02 1.36 -0.26
```

=====

C6H10O | wB97M-V/def2-TZVPD

Calculated values
multiplicity: 1
energy: -309.7088 hartree
relative energy (zero: lowest compared OMol25 entry of this formula, charge and spin): 3.635 eV
orbital gap (alpha / beta): 7.77 / 7.63 eV
HOMO energy (alpha / beta): -0.26663 / -0.24899 hartree

```
17
C6H10O | the OMol25 dataset | wB97M-V/def2-TZVPD
C 2.06 -0.32 0.21
C 0.94 0.62 0.58
C 0.27 1.51 -0.38
C -1.15 1.14 -0.09
C -1.72 -0.14 -0.16
C -1.07 -1.30 0.17
O -1.42 -2.54 -0.26
H 1.98 -0.67 -0.82
H 3.05 0.18 0.30
H 2.12 -1.20 0.86
H 0.84 0.87 1.64
H 0.56 1.31 -1.41
H 0.42 2.58 -0.18
H -1.84 1.97 0.14
H -2.77 -0.22 -0.46
H -0.28 -1.33 0.90
H -2.00 -2.45 -1.03
```

=====

C6H10O | wB97M-V/def2-TZVPD

Calculated values
multiplicity: 1
energy: -309.8328 hartree
SMILES: C[C@H]1CC=C[C@H]1O
relative energy (zero: lowest compared OMol25 entry of this formula, charge and spin): 0.259 eV
orbital gap: 10.53 eV
HOMO energy: -0.34975 hartree

```
17
C6H10O | the OMol25 dataset | wB97M-V/def2-TZVPD
C 1.77 -0.53 -0.21
C 0.61 0.10 0.55
C 0.17 1.44 -0.09
C -1.27 1.21 -0.48
C -1.71 0.01 -0.13
C -0.67 -0.79 0.61
O -0.48 -2.08 0.05
H 1.51 -0.69 -1.26
H 2.66 0.11 -0.16
H 2.03 -1.51 0.22
H 0.93 0.28 1.58
H 0.78 1.71 -0.97
H 0.26 2.27 0.61
H -1.87 1.97 -0.97
H -2.71 -0.37 -0.28
H -0.96 -0.98 1.65
H -1.05 -2.14 -0.72
```

=====

C6H10O | wB97M-V/def2-TZVPD

Calculated values
multiplicity: 1
energy: -309.7745 hartree
SMILES: C1C[C@H]2CC[C@@H]1O2
relative energy (zero: lowest compared OMol25 entry of this formula, charge and spin): 1.847 eV
orbital gap: 10.67 eV
HOMO energy: -0.35404 hartree

```
17
C6H10O | the OMol25 dataset | wB97M-V/def2-TZVPD
C -1.35 0.53 -0.27
C -1.13 -0.91 -0.10
C 0.16 -0.93 0.79
C 1.36 -0.71 -0.25
C 1.15 0.83 -0.32
C -0.13 1.25 0.39
O 0.10 0.29 1.56
H -1.12 0.90 -1.29
H -2.44 1.04 0.02
H -2.05 -1.39 0.39
H -1.20 -1.42 -1.08
H 0.27 -1.80 1.55
H 2.48 -1.06 0.03
H 1.12 -1.39 -1.09
H 0.96 1.10 -1.32
H 1.96 1.46 0.09
H -0.13 2.22 0.90
```

=====

Repeat the seventh record exactly.
C6H10O | wB97M-V/def2-TZVPD

Calculated values
multiplicity: 1
energy: -309.8328 hartree
SMILES: C[C@H]1CC=C[C@H]1O
relative energy (zero: lowest compared OMol25 entry of this formula, charge and spin): 0.259 eV
orbital gap: 10.53 eV
HOMO energy: -0.34975 hartree

```
17
C6H10O | the OMol25 dataset | wB97M-V/def2-TZVPD
C 1.77 -0.53 -0.21
C 0.61 0.10 0.55
C 0.17 1.44 -0.09
C -1.27 1.21 -0.48
C -1.71 0.01 -0.13
C -0.67 -0.79 0.61
O -0.48 -2.08 0.05
H 1.51 -0.69 -1.26
H 2.66 0.11 -0.16
H 2.03 -1.51 0.22
H 0.93 0.28 1.58
H 0.78 1.71 -0.97
H 0.26 2.27 0.61
H -1.87 1.97 -0.97
H -2.71 -0.37 -0.28
H -0.96 -0.98 1.65
H -1.05 -2.14 -0.72
```